A structure of composition C27H29N5O2Sn. Source: OMol25; level of theory: wB97M-V/def2-TZVPD.

Atoms and positions in Å:
Sn 0.17 -0.33 0.06
C -1.64 0.68 2.58
N -1.13 1.51 1.48
C -0.28 2.61 1.99
C 0.81 2.25 3.00
C 1.84 1.20 2.56
N 2.02 1.26 1.12
C 3.10 1.68 0.63
C 3.35 1.76 -0.81
C 4.58 2.17 -1.25
C 4.87 2.29 -2.61
C 3.91 2.00 -3.59
C 2.67 1.59 -3.21
C 2.32 1.45 -1.81
O 1.14 1.11 -1.52
C -2.24 2.14 0.71
C -2.10 2.07 -0.81
C -2.67 0.79 -1.43
N -1.69 -0.32 -1.55
C -1.91 -1.14 -2.50
C -1.21 -2.39 -2.80
C -1.85 -3.28 -3.62
C -1.27 -4.52 -3.95
C 0.00 -4.88 -3.46
C 0.68 -4.02 -2.66
C 0.11 -2.74 -2.29
O 0.75 -1.98 -1.54
H -2.17 1.27 3.33
H -0.82 0.15 3.08
H -2.33 -0.07 2.19
H -0.92 3.34 2.50
H 0.16 3.12 1.13
H 0.38 1.92 3.94
H 1.33 3.18 3.20
H 1.46 0.20 2.80
H 2.77 1.34 3.11
H 3.93 2.00 1.27
H 5.34 2.41 -0.52
H 5.86 2.63 -2.92
H 4.15 2.10 -4.64
H 1.89 1.36 -3.93
H -2.33 3.19 1.01
H -3.18 1.66 1.01
H -1.06 2.20 -1.10
H -2.64 2.91 -1.24
H -3.09 1.01 -2.41
H -3.49 0.43 -0.82
H -2.76 -0.95 -3.16
H -2.83 -3.03 -4.01
H -1.82 -5.21 -4.59
H 0.44 -5.83 -3.73
H 1.66 -4.25 -2.26
N -4.16 -5.16 -1.87
C -3.37 -4.95 -1.05
C -2.34 -4.60 -0.11
C -1.47 -5.54 0.44
C -0.43 -5.10 1.23
C -0.26 -3.73 1.41
N -1.11 -2.82 0.90
C -2.14 -3.26 0.19
H -1.62 -6.60 0.24
H 0.27 -5.80 1.68
H 0.58 -3.35 1.98
H -2.83 -2.51 -0.20

Summary:
- Total energy: -1684.2488 a.u.
- Lowest unoccupied orbital energy (alpha / beta): -0.3003 / -0.3023 hartree
- M: 574.27 g/mol
- Highest occupied orbital energy (alpha / beta): -14.064 / -14.004 eV
- Charge: +2
- Frontier orbital gap (alpha / beta): 0.217 / 0.212 Ha



A cluster of 2 separate species, C9H23NO3P in total at a distorted geometry. Source: OMol25; level of theory: wB97M-V/def2-TZVPD.

Atoms and positions in Å:
C -2.52 -2.70 -1.05
C -1.01 -2.73 -1.21
C -0.50 -1.39 -1.76
C 0.77 -1.48 -2.60
P 2.39 -1.96 -1.66
C 2.39 -0.29 -0.67
C 2.08 -0.35 0.79
O 1.77 0.61 1.39
O 2.19 -1.54 1.48
H -2.90 -3.67 -0.78
H -3.01 -2.32 -1.93
H -2.78 -2.04 -0.23
H -0.61 -2.83 -0.22
H -0.68 -3.58 -1.80
H -1.29 -0.95 -2.35
H -0.33 -0.72 -0.93
H 0.95 -0.48 -2.99
H 0.66 -2.12 -3.47
H 3.19 -1.27 -2.71
H 3.65 -2.33 -0.99
H 1.65 -2.68 -0.62
H 2.47 -3.22 -2.43
H 3.39 0.10 -0.74
H 1.73 0.44 -1.10
H 1.32 -1.97 1.40
C -2.07 2.53 1.43
O -3.22 2.76 1.09
N -1.32 3.35 2.18
C 0.05 3.02 2.57
C -1.89 4.61 2.61
H -1.55 1.60 1.15
H 0.12 3.00 3.66
H 0.73 3.78 2.18
H 0.34 2.06 2.17
H -2.79 4.42 3.21
H -2.18 5.21 1.75
H -1.17 5.16 3.21

Summary:
- Total energy: -978.4536 a.u.
- Lowest unoccupied orbital energy: 0.1036 hartree
- M: 224.26 g/mol
- Highest occupied orbital energy: -3.482 eV
- Charge: -1
- Frontier orbital gap: 0.232 Ha



A cluster of 4 separate species, C11H30F2O13P4 in total at a distorted geometry. Source: OMol25; level of theory: wB97M-V/def2-TZVPD.

Atoms and positions in Å:
C -4.33 1.00 1.26
O -5.65 1.42 0.84
P -6.70 1.90 1.98
O -7.58 0.77 2.27
O -7.38 3.06 1.09
C -7.40 3.07 -0.34
O -6.68 2.82 3.29
C -5.72 3.89 3.39
H -3.78 0.70 0.37
H -3.80 1.83 1.73
H -4.40 0.16 1.95
H -7.88 2.17 -0.72
H -6.40 3.16 -0.75
H -7.98 3.94 -0.64
H -5.88 4.62 2.59
H -4.70 3.51 3.34
H -5.87 4.37 4.35
C 4.10 -3.00 0.65
O 4.85 -3.48 -0.49
P 5.27 -2.39 -1.62
O 4.30 -2.48 -2.71
O 6.71 -3.05 -1.94
C 7.02 -4.42 -1.74
O 5.87 -0.90 -1.66
C 6.68 -0.43 -0.56
H 3.87 -3.86 1.28
H 4.68 -2.29 1.22
H 3.17 -2.54 0.32
H 6.34 -5.06 -2.30
H 6.99 -4.68 -0.68
H 8.03 -4.57 -2.11
H 7.58 -1.04 -0.47
H 6.12 -0.45 0.38
H 6.96 0.59 -0.77
C -1.10 2.16 -3.72
O 0.23 1.69 -3.42
P 0.60 1.35 -1.88
O 1.32 2.50 -1.33
O 1.53 0.08 -2.20
C 2.22 -0.14 -3.43
O -0.07 0.60 -0.62
C -1.04 -0.44 -0.83
H -1.15 2.35 -4.78
H -1.85 1.41 -3.46
H -1.30 3.08 -3.18
H 2.90 0.69 -3.65
H 1.52 -0.29 -4.25
H 2.81 -1.05 -3.31
H -0.60 -1.27 -1.39
H -1.92 -0.06 -1.36
H -1.32 -0.79 0.15
O 1.78 -2.07 4.13
C 1.44 -1.25 3.36
F 2.19 -0.92 2.30
C 0.15 -0.52 3.43
P -1.10 -1.82 3.02
F -2.34 -0.96 2.49
H 0.09 0.25 2.65
H 0.03 -0.10 4.42
H -1.46 -2.38 4.26

Summary:
- Energy relative to the best compared isomer or geometry (same formula, charge and spin): 0.00 kJ/mol
- Total energy: -2980.5450 a.u.
- Lowest unoccupied orbital energy: 0.0031 hartree
- M: 532.24 g/mol
- Highest occupied orbital energy: -9.997 eV
- SMILES: COP(=O)(OC)OC.COP(=O)(OC)OC.COP(=O)(OC)OC.O=C(F)CPF
- Charge: 0
- Frontier orbital gap: 0.370 Ha



A cluster of 12 separate species, C23H20Cl44FN3O3 in total at a distorted geometry. Source: OMol25; level of theory: wB97M-V/def2-TZVPD.

Atoms and positions in Å:
H -3.80 0.11 2.50
N -2.92 0.05 2.01
C -1.99 -0.28 2.81
C -2.22 -0.59 4.27
C -0.56 -0.44 2.34
C -0.05 0.65 1.39
C -0.35 0.43 -0.08
C -0.28 -1.02 -0.56
F -1.53 -1.59 -0.74
O -0.73 1.88 1.82
C 0.03 2.93 1.81
N 0.67 3.84 2.13
O 1.33 0.90 1.62
C 2.19 -0.08 1.14
O 2.65 0.04 0.05
C 2.56 -1.24 2.03
C 3.24 -0.79 3.34
C 2.55 -1.25 4.64
C 2.72 -2.75 4.92
N 1.76 -3.64 4.22
H -1.66 0.10 4.91
H -3.27 -0.63 4.52
H -1.79 -1.58 4.46
H 0.06 -0.40 3.23
H -0.45 -1.44 1.92
H -1.31 0.85 -0.37
H 0.41 0.97 -0.65
H 0.31 -1.66 0.10
H 0.24 -1.04 -1.52
H 3.22 -1.87 1.45
H 1.66 -1.83 2.22
H 4.26 -1.20 3.35
H 3.34 0.29 3.33
H 1.49 -1.02 4.55
H 2.94 -0.68 5.48
H 2.62 -2.92 5.99
H 3.72 -3.05 4.61
H 0.91 -3.11 4.04
H 2.12 -3.86 3.29
Cl 0.11 4.02 -0.82
C 0.43 5.23 -2.07
Cl 2.18 5.29 -2.35
Cl -0.39 4.78 -3.57
Cl -0.15 6.80 -1.53
Cl 2.90 2.66 -4.38
C 4.41 3.35 -4.98
Cl 4.09 4.32 -6.41
Cl 5.14 4.37 -3.73
Cl 5.53 2.04 -5.39
Cl 0.22 5.37 5.55
C 1.92 4.91 5.71
Cl 2.19 3.40 4.85
Cl 2.94 6.17 5.02
Cl 2.32 4.70 7.42
Cl 1.22 -3.59 -5.69
C 0.33 -2.76 -4.42
Cl -1.37 -2.61 -4.87
Cl 0.46 -3.68 -2.92
Cl 1.01 -1.14 -4.17
Cl 5.15 8.40 4.35
C 6.36 9.00 5.49
Cl 7.97 8.71 4.84
Cl 6.12 10.73 5.75
Cl 6.18 8.14 7.03
Cl -4.33 1.96 -6.55
C -3.70 3.56 -6.10
Cl -1.95 3.46 -5.94
Cl -4.11 4.74 -7.35
Cl -4.41 4.05 -4.56
Cl -2.16 -5.77 0.27
C -0.98 -5.35 1.51
Cl 0.65 -5.60 0.89
Cl -1.19 -3.63 1.92
Cl -1.24 -6.33 2.95
Cl 4.64 -2.55 -1.70
C 5.94 -1.98 -0.65
Cl 7.50 -2.46 -1.33
Cl 5.87 -0.23 -0.51
Cl 5.76 -2.71 0.95
Cl -7.86 -5.36 1.25
C -6.22 -6.02 1.24
Cl -5.08 -4.77 1.75
Cl -6.13 -7.39 2.34
Cl -5.81 -6.55 -0.39
Cl -5.20 1.33 -11.93
C -6.16 2.42 -10.92
Cl -7.88 2.09 -11.16
Cl -5.73 2.18 -9.22
Cl -5.81 4.09 -11.38
Cl -6.59 -8.45 -3.89
C -7.14 -6.81 -4.26
Cl -5.76 -5.71 -4.19
Cl -7.83 -6.78 -5.88
Cl -8.35 -6.31 -3.08

Summary:
- Total energy: -21626.4932 a.u.
- Lowest unoccupied orbital energy: -0.0013 hartree
- M: 1965.36 g/mol
- Highest occupied orbital energy: -9.773 eV
- SMILES: [H]/N=C(\C)C[C@@](CCF)(OC#N)OC(=O)CCCCN.ClC(Cl)(Cl)Cl.ClC(Cl)(Cl)Cl.ClC(Cl)(Cl)Cl.ClC(Cl)(Cl)Cl.ClC(Cl)(Cl)Cl.ClC(Cl)(Cl)Cl.ClC(Cl)(Cl)Cl.ClC(Cl)(Cl)Cl.ClC(Cl)(Cl)Cl.ClC(Cl)(Cl)Cl.ClC(Cl)(Cl)Cl
- Charge: 0
- Frontier orbital gap: 0.358 Ha



> Among the records above, which one has the lowest charge?

C9H23NO3P